76
Properties=species:S:1:pos:R:3:forces:R:3 method="wB97M-V/def2-TZVPD" charge=+2 lumo_energy_ev="-5.4 / -8.0" e_homo_ev="-10.2 / -14.1" gap_ev="4.822 / 6.107" spin_multiplicity=3 de_lowest_kj_mol=0.0
Au -0.625 -0.255 0.044 1.05 0.55 -0.86
P -0.365 2.179 0.138 0.01 0.41 1.53
P -0.313 -1.709 -1.867 0.06 -1.07 0.31
N 0.132 1.394 -3.209 1.23 0.86 -0.51
C -0.774 2.986 -1.468 -0.04 0.28 -0.47
H -1.633 3.656 -1.282 0.25 -0.31 -0.17
H 0.055 3.652 -1.764 -0.31 -0.19 0.20
C -1.108 2.080 -2.648 -0.10 0.21 -0.35
H -1.858 1.325 -2.421 0.23 -0.06 0.26
H -1.492 2.668 -3.496 0.09 -0.12 0.31
C -0.068 0.151 -4.059 -0.34 0.04 -0.08
H 0.935 -0.200 -4.323 -0.24 0.00 0.08
H -0.555 0.493 -4.979 0.09 -0.03 0.18
C -0.937 -0.916 -3.397 -0.48 -0.05 -0.24
H -1.111 -1.720 -4.133 0.23 0.34 0.09
H -1.939 -0.519 -3.178 0.24 -0.11 -0.10
C -1.244 -3.313 -1.810 -0.30 0.02 -0.37
C -2.593 -3.158 -1.101 -0.13 -0.12 0.03
H -3.249 -2.435 -1.598 0.09 -0.04 0.14
H -2.463 -2.858 -0.052 -0.12 0.03 -0.33
H -3.107 -4.129 -1.108 0.09 0.29 -0.03
C 1.406 -2.144 -2.343 0.12 0.05 0.06
C 2.229 -2.627 -1.143 0.47 0.02 0.26
H 3.290 -2.427 -1.345 -0.25 -0.13 0.08
H 2.126 -3.709 -0.986 -0.02 0.38 -0.06
H 1.973 -2.102 -0.214 0.08 -0.12 -0.25
C 1.227 3.013 0.628 0.32 -0.39 -0.32
C 1.535 2.889 2.120 0.23 -0.16 0.33
H 2.573 3.215 2.280 -0.27 -0.10 -0.06
H 1.471 1.851 2.463 -0.07 0.30 -0.04
H 0.898 3.533 2.742 0.19 -0.22 -0.26
C -1.634 2.780 1.351 -0.24 0.00 -0.34
C -1.571 1.983 2.659 -0.09 0.03 0.29
H -2.459 2.227 3.259 0.22 -0.09 -0.14
H -0.687 2.239 3.256 -0.30 -0.06 -0.18
H -1.565 0.900 2.489 -0.06 0.17 0.03
C -2.589 -0.093 0.081 1.73 0.14 -0.86
O -3.729 0.034 0.015 -2.39 0.07 0.38
C 1.481 -3.117 -3.541 0.15 0.03 -0.51
H 0.508 -3.487 -3.898 0.28 0.11 0.17
H 1.966 -2.624 -4.395 -0.13 -0.21 0.16
H 2.096 -3.994 -3.293 -0.22 0.30 -0.04
C 1.383 4.475 0.177 -0.11 0.18 -0.16
H 2.199 4.937 0.748 -0.19 -0.14 -0.17
H 1.653 4.550 -0.882 -0.04 0.08 0.19
H 0.482 5.078 0.351 0.32 -0.17 -0.07
C -1.644 4.290 1.619 -0.17 0.07 0.11
H -2.517 4.508 2.250 0.22 0.01 -0.18
H -0.756 4.632 2.164 -0.25 -0.10 -0.19
H -1.753 4.881 0.701 0.05 -0.07 0.20
C -0.443 -4.473 -1.206 0.13 -0.23 0.12
H 0.070 -4.201 -0.271 -0.13 -0.03 -0.25
H -1.131 -5.299 -0.973 0.16 0.25 -0.11
H 0.306 -4.871 -1.903 -0.17 0.19 0.29
H -1.446 -3.547 -2.869 0.03 -0.05 0.27
H -2.584 2.536 0.846 0.14 -0.04 0.13
H 1.832 -1.177 -2.661 -0.01 -0.19 0.19
H 1.966 2.392 0.095 0.07 0.20 0.19
H 0.609 2.098 -3.808 -0.65 -0.35 -0.08
H 0.923 1.271 -2.556 -0.91 -0.53 0.62
C 2.980 -0.015 4.089 0.44 0.31 0.38
N 1.774 -0.674 3.602 -0.25 0.29 -0.34
C 0.787 -0.996 4.480 -0.34 -0.47 -0.37
C -0.315 -1.681 4.051 0.14 0.16 0.58
C -0.360 -2.046 2.687 -0.01 0.13 -0.48
N 0.483 -1.522 1.793 0.43 -0.10 0.68
C 1.560 -0.770 2.216 0.43 0.13 -0.46
O 2.314 -0.199 1.413 -0.92 -0.58 0.72
N -1.340 -2.867 2.209 0.53 -0.20 0.16
H 3.652 0.161 3.249 -0.16 -0.05 0.15
H 3.479 -0.648 4.832 -0.14 0.08 -0.22
H 2.731 0.943 4.566 0.06 -0.22 -0.20
H 0.958 -0.698 5.517 -0.11 -0.21 -0.35
H -1.119 -1.981 4.712 0.24 0.09 0.10
H -1.869 -3.382 2.900 0.00 0.08 -0.10
H -1.096 -3.413 1.384 -0.16 0.39 0.34

14
Properties=species:S:1:pos:R:3:forces:R:3 method="wB97M-V/def2-TZVPD" charge=0 lumo_energy_ev="0.0 / 0.0" smiles="C=C(O)/[N+]([S-])=C/C" e_homo_ev="-8.0 / -8.0" gap_ev="8.055 / 8.056" de_lowest_kj_mol=212.9
C -0.930 0.398 -2.248 0.23 0.13 0.07
C -0.146 0.705 -1.230 -0.19 -0.05 -0.90
O 0.962 1.474 -1.350 0.24 0.02 0.08
N -0.387 0.173 0.077 1.40 -0.49 0.33
S -1.881 0.431 0.750 -1.11 0.20 0.62
C 0.596 -0.471 0.652 -0.41 0.16 0.08
C 0.436 -1.035 2.007 -0.01 -0.07 -0.10
H -0.738 0.802 -3.222 0.11 0.16 -0.17
H -1.778 -0.245 -2.113 -0.12 -0.13 0.15
H 1.220 1.844 -0.496 -0.15 -0.01 -0.06
H 1.519 -0.583 0.100 -0.03 0.05 -0.15
H 0.430 -0.232 2.751 -0.09 0.02 0.01
H 1.233 -1.734 2.239 0.11 0.00 -0.01
H -0.537 -1.527 2.083 0.01 0.02 0.03

61
Properties=species:S:1:pos:R:3:forces:R:3 method="wB97M-V/def2-TZVPD" charge=0 lumo_energy_ev="0.2 / -0.5" e_homo_ev="-5.4 / -8.2" gap_ev="5.588 / 7.641" spin_multiplicity=6 de_lowest_kj_mol=1.1
Ru 0.394 -0.289 1.231 -0.03 0.06 -0.04
C -2.365 -0.995 -3.761 0.01 0.00 0.01
N -1.171 -0.956 -2.931 -0.02 0.00 0.00
C 0.132 -0.790 -3.575 0.01 -0.01 -0.01
C -1.195 -0.898 -1.596 0.03 0.03 0.05
O -0.142 -0.813 -0.962 -0.03 -0.01 -0.03
C -2.537 -0.956 -0.872 0.01 -0.01 0.02
O -2.423 -0.288 0.360 0.01 0.00 0.03
C -2.982 -0.935 1.471 -0.03 0.01 -0.02
C -2.064 -2.060 1.952 0.06 -0.07 0.06
O -1.066 -2.344 1.283 -0.06 0.02 0.02
N -2.368 -2.675 3.102 -0.02 -0.02 -0.03
C -1.439 -3.637 3.678 0.01 0.00 -0.01
C -3.452 -2.258 3.975 0.00 0.03 0.00
H -2.111 -1.468 -4.707 0.00 0.00 0.00
H -2.751 0.006 -3.967 -0.01 0.00 0.00
H -3.147 -1.593 -3.299 0.00 0.00 0.00
H 0.026 -1.022 -4.632 0.01 0.01 0.00
H 0.856 -1.465 -3.123 0.01 0.00 -0.01
H 0.503 0.230 -3.455 0.00 -0.01 0.01
H -2.790 -2.014 -0.741 -0.01 0.00 -0.02
H -3.323 -0.474 -1.457 0.01 0.00 -0.03
H -3.982 -1.326 1.250 0.00 0.01 0.00
H -3.071 -0.180 2.253 0.00 0.00 -0.01
H -0.650 -3.843 2.963 0.00 0.00 0.00
H -1.971 -4.557 3.921 0.01 0.00 0.00
H -0.998 -3.221 4.586 0.00 -0.01 0.00
H -4.232 -1.739 3.427 0.00 -0.01 -0.01
H -3.075 -1.603 4.765 -0.01 0.00 0.00
H -3.895 -3.142 4.433 0.00 0.01 0.00
C -1.450 2.681 -0.453 -0.02 -0.02 0.02
Si 0.224 2.148 0.254 0.01 0.04 0.03
C 0.804 3.515 1.410 -0.01 -0.02 0.01
C 1.408 2.022 -1.223 0.04 -0.05 -0.03
C 1.208 2.792 -2.371 0.00 0.00 0.02
C 2.029 2.665 -3.484 -0.03 0.04 -0.01
C 3.075 1.755 -3.464 0.04 -0.04 -0.01
C 3.291 0.984 -2.329 -0.01 -0.01 0.02
C 2.475 1.099 -1.202 -0.04 0.03 -0.01
Si 2.778 0.009 0.323 0.05 0.00 -0.04
C 3.603 -1.583 -0.271 0.00 0.00 0.03
C 3.956 0.902 1.482 -0.03 -0.03 0.04
H -1.400 3.689 -0.875 0.00 0.01 -0.01
H -2.210 2.683 0.331 -0.01 0.01 0.00
H -1.787 2.002 -1.240 0.00 0.00 -0.02
H 0.895 4.463 0.871 0.00 0.00 -0.01
H 1.769 3.279 1.858 0.00 0.02 0.00
H 0.097 3.650 2.231 0.00 0.01 0.00
H 0.390 3.505 -2.406 0.00 0.00 0.00
H 1.854 3.275 -4.363 0.00 0.00 0.00
H 3.720 1.646 -4.327 0.00 0.00 0.00
H 4.109 0.271 -2.332 0.01 0.00 -0.01
H 4.576 -1.390 -0.732 0.00 0.01 0.00
H 2.973 -2.100 -0.997 0.00 0.00 0.00
H 3.764 -2.255 0.574 0.01 -0.01 -0.01
H 4.884 1.151 0.960 0.01 -0.01 -0.01
H 4.198 0.280 2.346 0.01 0.00 0.00
H 3.519 1.824 1.865 0.01 0.00 0.00
S -0.239 -0.208 3.639 0.06 0.04 0.03
C 0.972 0.898 4.038 -0.05 -0.06 0.00
N 1.804 1.651 4.315 0.00 0.01 -0.01

12
Properties=species:S:1:pos:R:3:forces:R:3 method="wB97M-V/def2-TZVPD" charge=0 lumo_energy_ev=-0.2 e_homo_ev=-8.4 gap_ev=8.169 de_lowest_kj_mol=327.2
C -1.206 -0.405 -0.164 0.92 5.31 0.38
C -0.852 0.985 -0.157 -3.02 -1.13 0.56
C 0.502 1.430 -0.050 0.08 0.80 -0.58
C 1.484 0.501 -0.052 0.46 -2.61 1.33
C 1.186 -0.928 0.040 -0.97 -0.01 -3.08
H -1.990 -1.941 0.724 -1.56 3.73 -3.98
H -1.805 1.485 0.034 0.87 1.12 -0.28
H 0.919 2.506 -0.050 -1.57 -1.63 0.04
H 2.554 0.589 0.064 0.00 0.89 -0.15
O -2.297 -1.075 -0.074 -3.46 -3.03 3.95
O 1.826 -1.915 -0.142 0.21 0.58 1.19
O -0.321 -1.232 -0.172 8.04 -4.03 0.62

150
Properties=species:S:1:pos:R:3:forces:R:3 method="wB97M-V/def2-TZVPD" charge=0 lumo_energy_ev=-1.2 smiles="CCSCc1nc2c(I)cc(CC(N)(N)N)c(CCCCN(C)C(C)=O)c2nc1P(O)Br.CN(C)P(=O)(N(C)C)N(C)C.CN(C)P(=O)(N(C)C)N(C)C.CN(C)P(=O)(N(C)C)N(C)C" e_homo_ev=-7.8 gap_ev=6.573
C -3.150 0.548 7.627 -0.19 -0.59 -0.93
C -4.127 1.251 6.552 0.89 -0.74 -0.44
S -5.162 2.631 7.235 0.14 0.41 -0.38
C -4.548 4.288 6.588 0.56 -0.19 -1.09
C -4.228 4.243 4.994 -0.47 -0.42 -0.09
N -4.951 3.271 4.246 4.63 4.51 -1.57
C -4.516 3.370 2.874 -0.97 -1.40 -1.57
C -5.239 2.340 1.900 1.83 1.22 -2.72
I -6.778 0.978 2.684 1.29 1.19 -0.51
C -4.950 2.243 0.391 1.55 2.95 4.01
C -3.858 3.242 -0.173 -0.48 0.98 2.28
C -3.603 3.131 -1.775 -0.69 0.11 1.28
C -2.615 1.856 -1.993 -0.31 0.67 0.84
N -1.792 1.762 -0.727 0.01 -0.32 -1.62
N -3.429 0.600 -2.048 -0.13 0.47 0.89
N -1.723 2.074 -3.165 -0.48 -0.45 0.86
C -3.106 4.289 0.732 -2.66 -3.12 -0.70
C -2.087 5.233 -0.031 -0.08 0.83 -0.01
C -0.826 5.766 0.784 0.10 0.42 -0.65
C 0.142 4.644 1.390 0.59 1.40 0.87
C 1.565 5.392 1.684 -0.06 0.58 -1.27
N 2.105 5.088 3.044 0.05 -1.04 -1.41
C 3.378 5.808 3.338 1.03 -0.19 1.64
C 2.268 3.609 3.110 1.14 -1.95 -1.36
C 1.766 2.919 4.489 -0.12 1.03 -0.65
O 2.735 2.927 2.143 -2.05 2.79 4.12
C -3.463 4.345 2.276 -0.24 -0.30 -0.81
N -2.812 5.329 3.097 -2.70 -2.44 2.64
C -3.188 5.276 4.468 -1.81 -2.68 -1.71
P -2.328 6.536 5.627 1.95 -0.04 -0.95
O -1.389 5.642 6.794 -1.52 0.04 -1.40
Br -3.901 7.736 6.749 0.20 -1.02 -0.01
H -3.108 -0.579 7.359 0.05 1.78 0.42
H -3.518 0.609 8.705 0.61 0.22 -1.54
H -2.103 0.972 7.458 -1.41 -0.55 0.75
H -4.848 0.463 6.130 0.87 1.35 0.64
H -3.481 1.601 5.669 -1.15 -0.40 1.29
H -5.365 5.080 6.771 1.11 -1.46 -0.18
H -3.637 4.572 7.213 -1.15 -0.22 -1.17
H -5.535 1.501 -0.254 1.06 1.34 1.05
H -4.652 2.960 -2.240 1.77 0.12 0.60
H -3.217 4.106 -2.221 -0.32 -1.47 0.72
H -1.005 2.427 -0.802 -0.47 -0.61 0.08
H -1.422 0.802 -0.661 0.04 0.67 -0.17
H -3.521 0.238 -1.075 0.19 0.32 -0.98
H -4.402 0.811 -2.323 0.84 -0.11 -0.02
H -2.149 1.751 -4.045 0.27 0.08 0.66
H -0.864 1.536 -2.980 -0.51 0.16 -0.51
H -1.679 4.796 -1.024 -0.94 0.23 1.83
H -2.692 6.168 -0.362 0.94 -1.43 0.53
H -0.181 6.384 0.041 -1.13 -1.03 0.98
H -1.200 6.538 1.555 0.86 -1.55 -0.86
H 0.363 3.766 0.694 -0.68 1.18 0.96
H -0.284 4.305 2.412 0.65 0.24 -1.74
H 1.438 6.541 1.591 0.06 -1.88 0.47
H 2.327 5.121 0.848 -1.17 0.25 1.28
H 4.318 5.244 2.985 -1.38 0.85 0.20
H 3.455 5.867 4.495 0.04 0.01 -1.85
H 3.422 6.882 2.953 -0.47 -1.62 0.32
H 2.655 2.388 4.980 -1.50 0.64 -0.72
H 1.333 3.753 5.167 0.97 -1.40 -1.06
H 0.891 2.209 4.244 1.63 0.89 0.29
H -0.912 4.909 6.336 -0.58 0.70 0.33
C 3.519 2.024 -0.635 0.64 0.11 -0.11
N 2.999 1.102 -1.623 -0.65 -1.16 1.47
C 2.628 -0.173 -1.002 -0.49 -0.16 -0.38
P 3.292 1.013 -3.319 -1.75 7.39 3.37
O 1.784 0.864 -3.611 1.41 -4.02 -1.88
N 3.300 2.606 -4.038 0.34 1.09 -1.15
C 3.169 3.836 -3.255 0.49 -0.21 0.14
C 2.365 2.773 -5.167 -0.07 -0.41 -0.09
N 5.029 1.138 -3.022 -0.18 -1.86 -0.88
C 5.683 0.011 -2.365 -0.21 -0.31 0.10
C 5.897 2.294 -3.123 0.50 0.26 -1.23
H 4.588 1.896 -0.439 0.22 0.10 0.12
H 3.008 1.909 0.324 0.03 -0.40 -0.38
H 3.335 3.064 -0.890 0.13 -0.02 -0.23
H 3.479 -0.859 -0.954 0.01 -0.16 0.24
H 1.834 -0.666 -1.571 0.11 0.06 -0.12
H 2.240 -0.046 0.012 0.13 0.23 -0.09
H 2.224 3.862 -2.700 -0.08 0.04 0.11
H 3.196 4.717 -3.907 -0.10 -0.30 -0.17
H 3.999 3.986 -2.574 0.00 -0.12 0.23
H 1.335 2.928 -4.818 0.05 -0.10 -0.07
H 2.375 1.903 -5.825 -0.05 0.05 0.12
H 2.632 3.640 -5.783 0.28 -0.04 0.27
H 5.619 0.082 -1.275 -0.04 0.04 0.09
H 6.745 -0.057 -2.618 -0.16 0.11 -0.17
H 5.228 -0.930 -2.681 0.02 -0.02 0.14
H 5.831 2.925 -2.233 -0.21 -0.01 0.06
H 5.702 2.890 -4.016 -0.31 0.00 0.24
H 6.949 2.001 -3.219 -0.16 -0.31 0.08
C 3.270 -5.568 -6.766 -0.06 -0.14 0.74
N 4.611 -5.215 -7.181 -0.24 -1.25 -1.52
C 5.111 -6.156 -8.187 0.42 0.38 -0.33
P 5.840 -4.350 -6.336 -7.56 3.20 -0.05
O 6.145 -3.476 -7.569 4.13 -2.09 0.63
N 5.177 -2.975 -5.485 -0.01 1.20 1.10
C 3.743 -2.680 -5.437 0.08 -0.49 0.25
C 5.819 -1.686 -5.807 0.34 -0.17 -0.20
N 5.580 -5.352 -4.905 2.02 -0.45 -0.56
C 5.960 -6.759 -4.989 0.16 -0.12 -0.31
C 4.827 -5.059 -3.702 0.60 0.66 0.92
H 3.243 -6.316 -5.967 -0.15 -0.13 0.17
H 2.689 -5.977 -7.599 0.45 -0.05 -0.09
H 2.685 -4.707 -6.454 0.19 0.07 0.20
H 5.590 -7.024 -7.723 -0.05 -0.24 -0.13
H 5.849 -5.675 -8.835 0.01 0.06 0.16
H 4.319 -6.521 -8.847 -0.08 0.14 0.21
H 3.331 -2.524 -6.439 -0.11 0.02 -0.06
H 3.550 -1.773 -4.852 0.28 0.01 -0.12
H 3.177 -3.449 -4.922 -0.07 -0.20 -0.11
H 5.453 -1.282 -6.761 0.14 -0.04 0.04
H 6.903 -1.787 -5.874 -0.12 -0.01 -0.08
H 5.616 -0.933 -5.037 -0.16 -0.30 0.10
H 5.160 -7.374 -5.410 -0.07 -0.03 -0.05
H 6.205 -7.182 -4.010 0.02 0.25 -0.04
H 6.852 -6.875 -5.608 -0.10 -0.10 -0.05
H 3.756 -5.219 -3.848 -0.04 0.08 -0.17
H 5.003 -4.048 -3.332 -0.18 0.00 -0.35
H 5.126 -5.707 -2.870 0.16 -0.16 -0.28
C -6.278 -5.802 2.309 -0.06 -0.13 0.73
N -4.943 -5.422 1.902 -0.20 -1.28 -1.52
C -4.412 -6.360 0.909 0.41 0.38 -0.33
P -3.742 -4.521 2.750 -7.65 3.08 -0.09
O -3.446 -3.651 1.511 4.18 -1.99 0.66
N -4.443 -3.155 3.583 -0.05 1.17 1.06
C -5.884 -2.893 3.617 0.06 -0.48 0.28
C -3.828 -1.855 3.254 0.38 -0.15 -0.18
N -3.990 -5.517 4.188 2.03 -0.43 -0.55
C -3.576 -6.915 4.119 0.17 -0.12 -0.31
C -4.760 -5.230 5.381 0.59 0.69 0.93
H -6.294 -6.544 3.114 -0.15 -0.14 0.17
H -6.842 -6.232 1.475 0.45 -0.04 -0.09
H -6.885 -4.953 2.609 0.19 0.08 0.20
H -3.918 -7.212 1.385 -0.05 -0.24 -0.13
H -3.680 -5.867 0.262 0.01 0.06 0.16
H -5.189 -6.749 0.246 -0.09 0.14 0.21
H -6.291 -2.755 2.609 -0.11 0.01 -0.08
H -6.103 -1.985 4.191 0.34 0.00 -0.13
H -6.437 -3.670 4.133 -0.05 -0.23 -0.12
H -4.197 -1.468 2.294 0.13 -0.01 0.05
H -2.741 -1.930 3.197 -0.12 -0.03 -0.08
H -4.055 -1.098 4.015 -0.18 -0.31 0.12
H -4.359 -7.552 3.696 -0.07 -0.04 -0.05
H -3.330 -7.324 5.103 0.01 0.25 -0.04
H -2.677 -7.015 3.508 -0.10 -0.10 -0.05
H -5.825 -5.417 5.228 -0.04 0.07 -0.18
H -4.610 -4.213 5.744 -0.18 -0.01 -0.36
H -4.453 -5.864 6.222 0.17 -0.16 -0.28

20
Properties=species:S:1:pos:R:3:forces:R:3 method="wB97M-V/def2-TZVPD" charge=+1 lumo_energy_ev=-3.4 smiles="N=[PH2][NH+]1CCOCC1" e_homo_ev=-13.4 gap_ev=9.939 de_lowest_kj_mol=151.8
N 2.578 1.762 -1.158 -1.66 -1.67 0.82
P 2.148 0.354 -0.577 2.77 3.06 -1.70
N 0.373 0.101 -0.432 0.57 -1.27 1.52
C 0.156 -1.261 0.199 -0.49 -1.15 0.38
C -1.354 -1.597 0.408 0.13 -0.21 -0.82
O -2.133 -0.543 0.949 0.83 0.01 0.20
C -1.841 0.714 0.368 0.25 0.17 -0.08
C -0.313 1.064 0.487 -2.20 0.51 -0.12
H 1.751 2.332 -1.336 0.53 0.46 -0.25
H 2.768 0.160 0.696 -0.90 -0.68 -0.19
H 2.609 -0.694 -1.435 -0.68 -0.22 0.73
H -0.049 0.120 -1.366 0.05 0.15 0.04
H 0.641 -2.036 -0.428 -0.42 0.43 0.21
H 0.660 -1.285 1.183 -0.11 0.41 -0.52
H -1.794 -1.915 -0.559 0.21 0.19 0.27
H -1.391 -2.475 1.077 -0.12 0.58 -0.19
H -2.163 0.723 -0.703 0.27 0.08 0.45
H -2.435 1.475 0.898 0.28 -0.39 -0.16
H -0.180 2.117 0.192 0.35 -0.54 0.02
H -0.031 0.884 1.537 0.35 0.09 -0.61

18
Properties=species:S:1:pos:R:3:forces:R:3 method="wB97M-V/def2-TZVPD" charge=0 lumo_energy_ev=0.9 smiles="C/C=C(N)/C=C/C" e_homo_ev=-7.5 gap_ev=8.369 de_lowest_kj_mol=262.4
C -2.129 1.399 -1.249 -0.63 0.07 1.15
C -0.860 0.890 -0.649 0.28 -1.92 -1.58
C -0.743 -0.366 -0.106 0.59 3.44 3.73
N -1.767 -0.900 0.755 1.23 -1.23 -2.12
C 0.651 -0.693 0.381 1.00 -0.86 0.36
C 1.771 0.063 0.411 -1.91 0.90 -0.33
C 3.167 -0.472 0.394 0.46 0.11 0.22
H -2.151 2.489 -1.401 -0.02 -0.48 0.01
H -2.903 1.110 -0.528 -0.40 0.59 0.11
H -2.497 0.868 -2.131 0.65 0.19 -0.30
H 0.085 1.398 -0.784 -0.20 0.04 -0.83
H -2.679 -0.491 0.689 0.01 0.07 0.43
H -1.346 -1.158 1.629 -0.71 0.04 0.24
H 0.882 -1.657 0.849 -0.68 -0.58 -0.93
H 1.538 1.130 0.392 0.84 0.06 -0.53
H 3.219 -1.223 -0.383 -0.03 -0.66 0.24
H 3.487 -0.855 1.372 0.01 -0.16 -0.27
H 3.946 0.221 0.049 -0.49 0.40 0.41

14
Properties=species:S:1:pos:R:3:forces:R:3 method="wB97M-V/def2-TZVPD" charge=0 lumo_energy_ev=1.1 e_homo_ev=-7.8 gap_ev=8.920 de_lowest_kj_mol=317.0
O -1.577 -0.522 1.551 0.03 -0.32 0.25
C -1.529 0.671 0.900 -0.05 0.48 0.30
C -0.376 1.048 0.382 -0.49 0.44 1.12
C 0.781 0.115 0.290 -0.01 0.93 -1.45
C 0.512 -0.073 -1.273 0.86 -0.25 -0.65
C 0.905 -1.205 -0.437 0.01 -0.45 -0.05
H -0.621 -0.729 1.620 -0.62 -0.43 0.17
H -2.439 1.253 0.868 -0.08 -0.18 0.11
H -0.221 1.994 -0.130 -0.30 -0.04 0.27
H 1.741 0.523 0.619 -0.26 0.07 -0.60
H -0.517 -0.086 -1.655 0.52 0.42 0.67
H 1.181 0.527 -1.859 0.53 -0.49 -0.59
H 0.220 -2.029 -0.281 -0.07 0.02 -0.08
H 1.940 -1.489 -0.594 -0.06 -0.20 0.53